[1]
Density functional theory data (ωB97M-V/def2-TZVPD) for a gas-phase ion, C51H45N4O (charge +1).

CARTESIAN COORDINATES (ANGSTROEM)
C 4.456 0.587 0.182
C 4.455 1.610 -0.770
C 3.688 2.761 -0.566
C 2.891 2.858 0.575
C 1.942 4.017 0.762
N 0.681 3.512 1.313
C -0.138 4.511 2.048
C -1.355 5.065 1.345
C -2.546 5.180 2.073
C -3.721 5.585 1.439
C -3.692 5.938 0.082
C -2.475 5.942 -0.611
C -1.300 5.532 0.030
C 0.078 2.465 0.643
C -0.314 1.233 1.104
C -1.159 0.413 0.167
C -2.667 0.734 0.377
C -3.466 0.752 -0.763
C -4.842 0.947 -0.665
C -5.417 1.219 0.579
C -4.598 1.344 1.701
C -3.225 1.113 1.604
C 2.943 1.867 1.557
C 3.696 0.714 1.347
H 5.052 -0.313 0.021
H 5.065 1.519 -1.675
H 3.678 3.572 -1.302
H 2.337 4.741 1.485
H 1.798 4.556 -0.186
H -0.466 4.018 2.978
H 0.547 5.329 2.321
H -2.530 4.937 3.140
H -4.652 5.632 2.010
H -4.615 6.239 -0.421
H -2.436 6.272 -1.651
H -0.342 5.586 -0.491
H -0.102 2.679 -0.436
H -0.368 0.981 2.182
H -0.990 0.876 -0.804
H -3.012 0.557 -1.737
H -5.458 0.854 -1.558
H -6.496 1.349 0.677
H -5.018 1.578 2.680
H -2.616 1.155 2.515
H 2.348 1.994 2.465
H 3.696 -0.074 2.102
C -2.441 -1.833 -1.988
O -1.213 -1.346 -1.408
C -0.946 -1.073 -0.007
C -1.822 -2.008 0.874
C -2.116 -3.295 0.425
C -2.953 -4.144 1.151
C -3.603 -3.679 2.298
C -3.330 -2.389 2.749
C -2.349 -1.616 2.106
C 0.529 -1.599 0.047
N 0.923 -2.819 0.536
C 0.600 -3.656 1.631
C 0.905 -5.009 1.470
C 0.529 -5.918 2.462
C -0.106 -5.454 3.619
C -0.312 -4.082 3.810
C 0.100 -3.170 2.838
N 2.015 -3.319 -0.144
C 2.291 -2.441 -1.072
C 3.489 -2.509 -1.906
C 4.051 -1.369 -2.519
C 5.214 -1.461 -3.283
C 5.839 -2.703 -3.450
C 5.332 -3.839 -2.798
C 4.178 -3.743 -2.016
N 1.332 -1.431 -1.089
C 1.133 -0.555 -2.192
C 1.117 0.793 -1.913
C 1.012 1.710 -2.959
C 0.908 1.239 -4.273
C 0.957 -0.134 -4.540
C 1.080 -1.046 -3.487
H -2.541 -1.220 -2.889
H -2.281 -2.869 -2.315
H -3.362 -1.755 -1.379
H -1.680 -3.660 -0.506
H -3.114 -5.164 0.787
H -4.284 -4.341 2.845
H -3.853 -1.982 3.624
H -1.935 -0.755 2.636
H 1.399 -5.343 0.556
H 0.724 -6.980 2.306
H -0.450 -6.160 4.377
H -0.818 -3.726 4.707
H -0.019 -2.095 2.964
H 3.540 -0.412 -2.397
H 5.620 -0.560 -3.750
H 6.719 -2.782 -4.089
H 5.841 -4.801 -2.907
H 3.778 -4.612 -1.488
H 1.223 1.069 -0.859
H 1.014 2.776 -2.729
H 0.774 1.955 -5.089
H 0.891 -0.496 -5.568
H 1.139 -2.121 -3.674

The LUMO energy comes out at -3.15 eV. For the orbital gap, the calculation gives 0.271 hartree. Its total charge is +1. The energy relative to the best compared isomer or geometry (same formula, charge and spin) is 37.2 kJ/mol.


[2]
Density functional theory data (ωB97M-V/def2-TZVPD) for a molecular structure, C22H13Cl5N2O5S3W.

CARTESIAN COORDINATES (ANGSTROEM)
W -0.033 -1.099 1.283
Cl 1.787 2.169 2.200
C 0.961 1.227 3.371
C 0.252 0.066 3.010
C -0.573 -0.473 3.991
Cl -1.570 -1.751 3.351
C -0.677 -0.046 5.292
Cl -1.736 -0.812 6.380
C 0.124 1.048 5.651
Cl 0.081 1.613 7.244
C 0.917 1.695 4.685
Cl 1.803 3.081 5.133
C -4.443 -0.346 -5.161
C -3.692 -0.045 -3.903
C -3.440 1.273 -3.515
C -2.761 1.554 -2.346
C -2.331 0.484 -1.560
C -2.570 -0.849 -1.916
C -3.246 -1.096 -3.087
S -1.477 0.845 -0.129
O -1.475 2.220 0.197
O -1.863 -0.148 0.960
N 0.049 0.202 -0.161
C 1.217 0.573 -0.836
C 1.351 1.298 -1.989
C 2.651 1.572 -2.459
C 3.760 1.151 -1.773
C 3.628 0.418 -0.567
C 4.697 0.016 0.260
C 4.427 -0.614 1.449
C 3.106 -0.892 1.805
N 2.078 -0.568 1.029
C 2.336 0.112 -0.129
H -4.626 0.550 -5.748
H -5.406 -0.801 -4.920
H -3.894 -1.063 -5.774
H -3.790 2.088 -4.134
H -2.579 2.575 -2.037
H -2.251 -1.665 -1.280
H -3.449 -2.118 -3.379
H 0.486 1.658 -2.531
H 2.767 2.137 -3.373
H 4.751 1.389 -2.137
H 5.717 0.228 -0.034
H 5.217 -0.910 2.123
H 2.888 -1.385 2.741
O 0.023 -4.745 -0.232
S 0.140 -3.495 0.391
O 0.818 -2.351 -0.330
O -1.175 -2.733 0.713
S 1.027 -3.239 2.182

The LUMO energy comes out at -8.84 eV. For the orbital gap, the calculation gives 0.224 hartree. Its total charge is +2. The energy relative to the best compared isomer or geometry (same formula, charge and spin) is 0.0 kJ/mol.


[3]
Density functional theory data (ωB97M-V/def2-TZVPD) for a single C5H7NS molecule.

CARTESIAN COORDINATES (ANGSTROEM)
C 0.797 0.026 -2.142
C -0.885 -0.147 -0.490
C -0.409 0.473 1.046
C -0.275 0.493 -1.539
C 0.940 0.046 1.153
N 1.789 -0.161 -2.705
S 1.325 -1.489 1.738
H -0.663 -1.208 -0.326
H -1.916 0.026 -0.379
H -0.633 1.592 0.884
H -1.138 -0.045 1.609
H -0.746 1.382 -1.857
H 1.903 0.682 0.923
H -0.089 -1.670 2.086

The LUMO energy (spin up / spin down) comes out at -1.02 / -0.06 eV. For the orbital gap (spin up / spin down), the calculation gives 0.226 / 0.298 hartree. Its total charge is 0. The energy relative to the best compared isomer or geometry (same formula, charge and spin) is 425.2 kJ/mol.


[4]
Density functional theory data (ωB97M-V/def2-TZVPD) for a molecular structure, C8H24LiN2O3.

CARTESIAN COORDINATES (ANGSTROEM)
Li 2.893 -26.276 6.471
O 4.176 -26.156 8.088
H 5.116 -26.047 8.235
H 3.777 -25.969 8.938
C -0.219 -26.633 5.582
C 0.266 -26.307 7.088
C 0.953 -27.533 7.752
O 2.005 -28.024 6.900
C 2.718 -28.972 7.555
N 1.183 -25.205 7.009
H 0.668 -26.772 4.963
H -0.767 -25.805 5.132
H -0.820 -27.534 5.701
H -0.688 -26.064 7.558
H 0.218 -28.293 8.016
H 1.500 -27.119 8.600
H 3.267 -28.518 8.380
H 3.516 -29.376 6.932
H 2.143 -29.850 7.851
H 1.308 -24.811 7.930
H 0.715 -24.495 6.463
C 5.587 -25.168 3.350
C 5.071 -25.144 4.804
C 4.356 -23.839 5.264
O 3.952 -23.854 6.612
C 3.440 -22.651 7.092
N 4.179 -26.292 4.925
H 4.844 -24.634 2.758
H 5.657 -26.170 2.926
H 6.483 -24.575 3.165
H 5.950 -25.371 5.407
H 3.554 -23.508 4.605
H 5.112 -23.054 5.253
H 2.521 -22.521 6.520
H 4.170 -21.878 6.853
H 3.178 -22.722 8.148
H 3.498 -26.264 4.180
H 4.810 -27.025 4.633

The LUMO energy (spin up / spin down) comes out at -6.08 / -12.52 eV. For the orbital gap (spin up / spin down), the calculation gives 0.391 / 0.154 hartree. As for the spin multiplicity: 2. Its total charge is +2.


[5]
Density functional theory data (ωB97M-V/def2-TZVPD) for a molecular structure, C30H54BBeN8S.

CARTESIAN COORDINATES (ANGSTROEM)
Be 0.135 -0.235 0.101
C 3.221 1.413 -2.619
C 1.762 1.720 -2.267
C 1.636 2.233 -0.842
C 0.912 0.509 -2.514
C 0.655 -0.149 -3.714
C -0.115 -1.253 -3.397
C -0.564 -2.315 -4.361
C 0.176 -3.633 -4.125
C -2.077 -2.524 -4.414
N -0.318 -1.251 -2.064
N 0.323 -0.163 -1.530
B -1.007 -2.223 -1.052
N -2.052 -1.387 -0.219
N -1.449 -0.382 0.477
C -2.335 0.202 1.272
C -3.561 -0.425 1.089
C -3.353 -1.423 0.145
C -4.448 -2.338 -0.338
C -4.200 -3.065 -1.649
C -4.864 -3.309 0.773
C -1.902 1.318 2.171
C -2.397 1.089 3.599
C -0.386 1.473 2.136
N 0.118 -2.645 -0.040
N 0.851 -1.676 0.599
C 1.743 -2.280 1.379
C 1.595 -3.660 1.255
C 0.561 -3.853 0.349
C -0.049 -5.137 -0.130
C 0.893 -6.315 0.094
C -1.394 -5.367 0.561
C 2.730 -1.497 2.196
C 3.765 -0.825 1.292
C 3.418 -2.376 3.235
H 3.833 2.309 -2.518
H 3.321 1.045 -3.639
H 3.622 0.650 -1.947
H 1.402 2.502 -2.942
H 1.992 1.483 -0.123
H 0.605 2.508 -0.619
H 2.266 3.111 -0.695
H 0.989 0.134 -4.698
H -0.248 -1.935 -5.336
H -0.129 -4.085 -3.182
H 1.256 -3.487 -4.103
H -0.057 -4.338 -4.923
H -2.416 -3.130 -3.577
H -2.343 -3.051 -5.331
H -2.618 -1.577 -4.398
H -1.472 -3.165 -1.586
H -4.499 -0.184 1.557
H -5.294 -1.662 -0.503
H -3.468 -3.866 -1.541
H -3.859 -2.385 -2.427
H -5.133 -3.519 -1.985
H -4.061 -4.008 1.007
H -5.730 -3.889 0.453
H -5.126 -2.781 1.689
H -2.345 2.241 1.783
H -1.984 0.166 4.009
H -3.483 1.016 3.631
H -2.098 1.914 4.246
H 0.115 0.601 2.565
H -0.063 2.352 2.695
H -0.025 1.659 1.113
H 2.170 -4.421 1.749
H -0.230 -5.040 -1.203
H 1.042 -6.500 1.159
H 1.868 -6.145 -0.363
H 0.468 -7.220 -0.339
H -1.257 -5.471 1.639
H -1.869 -6.275 0.188
H -2.069 -4.530 0.387
H 2.169 -0.720 2.729
H 4.368 -1.580 0.785
H 4.434 -0.193 1.876
H 3.301 -0.206 0.522
H 4.012 -3.154 2.752
H 2.700 -2.857 3.899
H 4.094 -1.777 3.845
C -3.714 5.322 -3.513
N -3.252 4.065 -2.966
C -2.509 3.915 -1.855
S -2.117 2.363 -1.320
N -2.120 5.049 -1.245
C -1.362 5.123 -0.013
H -4.307 5.114 -4.399
H -2.881 5.961 -3.817
H -4.347 5.865 -2.806
H -3.543 3.202 -3.390
H -2.422 5.923 -1.643
H -1.196 4.110 0.343
H -1.918 5.682 0.740
H -0.400 5.608 -0.181

The LUMO energy comes out at -1.57 eV. For the orbital gap, the calculation gives 0.329 hartree. Its total charge is +1. The energy relative to the best compared isomer or geometry (same formula, charge and spin) is 0.0 kJ/mol.


- total charge of number 4 (C8H24LiN2O3)?
  +2